No. 1
Here is a molecular structure, C38H55BeP2SSi from the Open Molecules 2025 dataset. Energies are from ωB97M-V/def2-TZVPD.

For the HOMO energy (alpha / beta), the calculation gives -0.19726 / -0.26882 Ha. As for the largest force on an atom: 0.84 eV/A. As for the spin multiplicity: 2. As for the total energy: -77991.9565 eV. The LUMO energy (alpha / beta) comes out at 0.61 / 0.61 eV. The frontier orbital gap (alpha / beta) is 5.98 / 7.93 eV.

Atoms and positions in Å:
H: -0.11732 1.43780 1.72709
C: -3.28570 3.73208 -0.21957
H: 2.35147 4.26813 1.46482
H: 3.98603 -3.63608 -2.08895
C: 1.90802 2.75524 -3.95927
C: 1.83397 0.21776 -3.46503
H: -1.68957 0.14872 3.99384
C: 2.63232 1.21359 0.03202
H: 2.77504 -1.50804 -0.86663
C: 0.53724 2.27280 -0.63161
C: 1.54320 0.00631 3.38745
H: -0.11078 -2.23431 -0.48035
H: 2.82932 -4.66296 -2.90885
C: 0.92907 -2.53717 -0.35791
H: -1.70731 -2.40098 3.53708
H: 0.64715 -4.53440 0.39670
H: 1.16791 -2.96777 -3.00583
C: 3.41744 2.66601 -4.14180
C: -2.19937 -2.66953 0.79974
H: 0.03542 -1.41226 2.78303
C: 2.95908 2.31442 0.81043
C: -2.20072 -1.13172 -2.35084
H: -1.20091 -2.75828 1.24850
H: 2.67857 -2.15396 -3.33963
C: 1.02809 -4.06075 -0.51046
C: 0.90120 3.37063 0.15685
H: -2.24834 -4.65564 3.11435
H: 3.31880 0.37402 -0.00435
H: -1.02794 4.58419 -2.14691
H: 0.38999 -4.40294 -1.33077
S: -3.09857 -2.18413 -3.05995
P: -1.75205 0.08446 0.76945
H: -4.22850 0.94856 2.25573
C: -2.78136 -2.58923 3.46135
C: -4.37665 3.89251 0.62439
H: 0.44324 -0.36881 5.20615
C: 2.92673 -3.90049 -2.13328
H: -2.71995 -4.76989 0.80741
C: 1.82780 -1.75309 -1.35456
C: -1.22371 0.99918 3.48870
H: 3.74383 -0.43478 -2.63327
Be: -1.20275 -0.01246 -1.57731
P: 0.98998 -0.17173 -1.87118
H: 1.69530 3.08417 -2.93821
C: -3.05788 -3.84107 1.26973
H: -2.07195 -2.68729 -0.28077
C: -2.85434 -1.34075 1.22148
C: -0.60563 0.55501 2.15914
C: 1.44293 1.18630 -0.69861
C: 3.37236 0.25413 -3.39614
H: 3.74150 -0.12666 -4.35611
H: 3.80179 1.97972 -2.15191
H: 1.48611 3.50614 -4.63031
H: 5.07001 1.55262 -3.29167
C: 2.09621 3.40367 0.86337
Si: -1.19304 2.18175 -1.52432
H: -1.99276 1.75366 3.32221
H: -4.08273 -3.67880 0.92156
C: -3.94740 1.72374 1.55919
H: 3.87970 3.64025 -3.97038
C: -4.71472 2.88002 1.50958
H: 0.16477 1.45355 -4.08246
C: 1.24380 1.40861 -4.24497
H: 1.21214 -2.28087 0.66043
H: 3.09866 -4.06659 0.02637
H: 3.64784 2.37595 -5.17441
H: 2.07879 0.84635 2.93041
C: 2.12168 -2.66483 -2.56047
H: 0.21847 4.21256 0.23510
C: -3.43803 -1.47043 2.65756
H: -0.59381 3.57042 -3.52448
H: -4.50537 -1.69666 2.56508
H: 1.68860 0.86325 5.36964
C: -3.02975 -3.95669 2.80576
C: 2.47120 -4.46521 -0.77729
H: -4.97095 4.79685 0.57872
H: -2.28530 3.76439 -3.09228
H: 1.54994 -0.66412 -4.04289
H: -3.37989 -0.54029 3.21055
H: 2.27757 -0.78207 3.57038
C: -2.84658 1.56145 0.71835
H: -5.57369 2.98457 2.16069
C: 3.98745 1.63656 -3.17376
H: -3.69023 -1.16128 0.53861
C: -2.50706 2.57021 -0.19968
C: -1.27466 3.66183 -2.68258
C: 0.48726 -0.49103 2.39723
H: -3.97567 -4.36906 3.16411
H: -3.16296 -2.58215 4.48436
H: 1.38086 1.19359 -5.31085
H: 3.88597 2.32445 1.37135
H: 2.59126 -5.54892 -0.75689
C: 0.91799 0.47936 4.69724
H: -0.59611 1.88118 5.35596
H: -3.04945 4.52221 -0.92376
H: 0.33333 2.41976 3.96029
C: -0.13958 1.54498 4.42183
H: 0.96666 -0.73351 1.45220

---

No. 2
Here is a molecular structure, C38H55Cl10F21O14 in a non-equilibrium geometry from the Open Molecules 2025 dataset. Energies are from ωB97M-V/def2-TZVPD.

For the HOMO energy, the calculation gives -0.32130 Ha. As for the largest force on an atom: 13.28 eV/A. As for the total energy: -251215.9747 eV. As for the energy above the lowest of the compared OMol25 structures with the same formula, charge and spin: 4236.2 kJ/mol. The LUMO energy comes out at -0.09 eV. The frontier orbital gap is 8.65 eV.

Atoms and positions in Å:
C: -3.98922 -3.35373 2.09535
C: -1.33544 5.32003 -5.51853
C: 0.61726 1.99816 -1.93829
H: -0.25813 0.06253 -2.12890
H: 1.65889 -2.63478 2.27821
F: -1.48197 3.34703 -1.80975
H: 1.63465 5.44247 3.20710
H: 0.66931 -3.95907 2.39943
C: 5.35616 -4.92062 -0.78212
Cl: 4.97070 -0.32762 -5.96189
Cl: 1.86627 0.85211 3.70734
H: -0.41390 6.88292 2.61606
C: 3.18866 0.76588 1.34296
F: 0.42561 -0.74769 2.63488
H: -5.81151 3.52645 2.20393
C: -0.31807 -0.53842 0.51353
H: -2.48410 -3.07245 -0.35833
O: 1.55103 5.88298 1.14727
F: 2.01443 5.52314 -1.38126
C: 0.77418 -2.96107 2.82495
C: 0.56781 7.31520 2.80968
H: -1.39569 -2.27110 -2.07048
H: 5.56686 -4.21625 1.17138
C: 1.14282 1.33462 -4.49095
O: -2.65050 3.22315 -5.64388
H: 1.22685 2.57865 -1.24580
C: 0.44502 0.58507 -1.48033
F: -2.52630 2.78558 -3.63930
Cl: 3.46481 1.41440 -0.30574
H: -0.82818 1.15039 -5.08834
H: 0.15608 -3.43419 4.80593
F: 4.25225 -5.40842 6.19589
H: -0.27559 2.62330 -1.92714
C: -2.35716 0.00307 4.04874
C: -1.66288 -3.37592 1.57649
F: 4.34627 -5.25802 3.99695
O: -4.14875 -2.19921 1.69939
F: 0.49571 3.95176 -1.17245
H: -3.61411 -1.53728 4.54867
Cl: 0.00604 -4.65546 -2.42397
Cl: 2.67366 0.10035 -2.30633
H: -0.76678 -3.75188 2.07021
C: 1.06411 -3.04748 4.34326
H: 2.57848 6.82506 2.69251
H: 0.64932 8.20289 2.18242
C: 3.39055 0.44439 -3.95743
C: -5.20675 3.85257 1.35775
C: 4.28547 -0.71131 -4.36696
H: -0.80576 -3.14773 -0.37725
O: -2.81077 -4.05931 2.03488
H: 4.55694 -5.64896 -0.64475
H: 4.11446 0.70923 1.91549
F: 3.51987 -6.97751 4.94621
H: 3.95397 1.37176 -3.85428
O: 1.63131 3.63720 1.54014
F: -5.70800 -4.83338 1.56894
C: -5.20087 -4.20419 2.63982
C: -0.65919 -0.29869 1.98009
H: 1.23384 -2.02799 4.68959
C: 2.21500 -5.02643 5.08950
H: -2.96454 0.71041 4.61341
C: -0.47485 -1.86403 -2.48816
C: 1.64302 6.29163 2.52375
F: -1.70445 -1.00234 2.32823
O: 0.05436 0.61412 -0.13448
C: -3.29992 -0.95484 -0.01524
H: 6.00142 -3.02794 -0.02738
F: -1.55873 5.87260 -4.33333
F: -2.18916 5.83372 -6.37310
H: -2.79836 0.08567 3.05546
F: -2.57237 4.82664 -2.98179
F: 1.05832 -2.81969 -0.78086
H: 0.20466 -1.41576 -1.76329
O: 3.97165 -2.19104 -1.64564
O: -4.94499 3.12178 -2.37195
C: -2.54199 -1.34833 4.60306
H: -3.95561 -1.78252 0.25516
F: -0.08505 5.57765 -5.81414
H: -4.54163 0.23866 -1.13761
C: 1.94382 -1.97089 -0.20635
F: -6.13066 -3.41310 3.14269
C: -1.58992 3.76230 -5.37991
Cl: -0.69095 -0.57070 -3.70988
F: 1.79349 -0.70225 -0.66886
H: -0.82226 1.75499 -3.46258
C: -3.61660 -0.27567 -1.39814
H: 0.56890 7.69271 3.83221
C: 1.63414 4.57411 0.75539
O: -3.67665 3.01837 -0.46065
H: -2.31000 -1.40171 0.07669
O: -0.46365 3.17091 -4.85335
F: -0.84839 1.03788 2.12736
H: 2.12185 2.65705 2.18340
C: 2.10807 1.57095 2.09240
H: -4.54751 1.77384 0.89352
C: -3.87089 3.26726 -1.79158
H: -5.78634 4.63825 0.87314
H: -1.57278 -4.66123 -0.23007
C: 3.41877 -2.43734 -0.57708
H: 1.44919 0.16307 -1.52108
O: 2.23923 -3.78071 4.64092
Cl: -2.38808 0.93440 -1.76804
H: 1.43423 1.36763 -5.54074
O: 3.93880 -3.22415 0.39930
C: 1.67171 4.39797 -0.76783
C: -4.76377 2.68657 0.33833
H: 1.81451 1.90489 -3.84929
H: 0.01995 -2.22350 2.55066
C: 5.26165 -3.79076 0.21539
H: -2.30016 -1.40475 5.66439
C: -1.66280 -3.62549 0.09742
H: 1.09121 2.08270 -2.91620
O: -0.46160 -1.69484 0.05499
H: 5.03939 -0.85283 -3.59258
H: 1.32990 0.27752 -4.30227
H: -3.78457 -0.89018 -2.28259
C: -2.59144 3.54635 -2.56633
H: 5.14679 -4.58303 -1.79714
H: -4.30917 4.32169 1.76073
H: 2.57485 0.59968 -4.66357
Cl: -3.49897 0.25327 1.27628
H: -0.07207 -3.18542 -4.22802
Cl: -1.64588 -2.63974 3.79509
H: 2.81660 -0.22374 1.07777
H: -1.71703 -2.29557 1.71076
C: 0.24976 -3.00028 -3.20321
Cl: -0.69216 0.67624 4.11873
H: 6.32853 -5.41083 -0.73408
O: 1.25578 -5.62395 5.58385
F: -4.74646 -5.15165 3.45649
F: 1.87673 -1.86035 1.17094
C: -0.28994 1.81435 -4.41191
H: 1.31328 -2.79921 -3.33212
F: 2.53645 3.42780 -1.05153
H: 3.84203 -1.70123 -4.47416
C: 3.62227 -5.67174 5.05815
H: 1.17180 1.41872 1.55542
H: -5.61980 2.40275 -0.27384

---

No. 3
Here is a molecular structure, C38H55Cl2I2N2O4PV in a non-equilibrium geometry from the Open Molecules 2025 dataset. Energies are from ωB97M-V/def2-TZVPD.

For the HOMO energy (alpha / beta), the calculation gives -0.19528 / -0.22907 Ha. As for the largest force on an atom: 2.75 eV/A. As for the spin multiplicity: 2. As for the total energy: -127692.4573 eV. The LUMO energy (alpha / beta) comes out at 0.30 / 0.29 eV. The frontier orbital gap (alpha / beta) is 5.61 / 6.53 eV.

Atoms and positions in Å:
H: 3.45225 2.05154 4.87740
H: -0.24595 -2.83156 1.51360
H: 2.11275 2.65704 -1.97750
H: -4.26125 3.85624 -4.13880
C: -1.31465 0.89364 2.88790
H: 0.08575 -1.90736 -1.75700
H: -3.08605 -0.82846 -3.79450
C: 2.11595 2.25214 3.19660
H: 1.39765 -2.20196 -0.28360
H: 1.99145 0.51594 6.17990
I: 0.25175 1.44284 -7.18790
H: -1.31655 -3.38166 -0.82700
Cl: 2.24135 -0.37006 -2.17810
H: 1.12935 -3.93046 0.02970
C: -1.87095 -3.33106 -1.76350
H: -3.11065 4.16274 -1.92810
H: 3.24365 -2.84056 3.29810
O: 0.83965 1.18604 -4.16170
V: 0.11435 0.56684 -2.56160
H: -0.18355 4.51904 -6.96110
C: -3.05115 2.13594 -4.63030
H: 3.49495 -3.56526 -0.33740
N: -1.47195 1.41824 -2.98610
C: -3.36505 -0.14836 3.95000
H: -2.85665 -3.76616 -1.60610
H: -3.81225 -2.34536 -3.28960
H: 3.51625 -0.46556 4.55160
C: 2.22035 -1.87156 -3.12710
C: -1.08775 2.51584 -0.93980
H: -1.96575 -0.87056 -0.31930
C: 1.09355 -1.83936 -4.19180
H: 4.39205 -4.42976 1.80860
H: -0.81045 1.36764 3.73110
H: -2.38115 -2.35916 -4.32240
C: 0.31935 2.90034 -5.66740
C: 0.82005 -2.64446 1.71790
H: -0.24345 -1.31026 4.72970
C: 2.76295 1.14614 2.37250
C: 0.64305 3.40794 -3.33520
C: 1.08515 3.05064 -1.93070
H: 2.84985 -5.20636 1.42450
C: 2.44875 -0.44236 4.31120
H: -2.96115 -0.07806 -1.55200
H: -3.05275 1.96074 3.56240
C: -3.47795 3.18644 -3.82240
H: 2.52465 3.21744 2.88970
C: -1.87785 2.44994 -2.20830
H: -1.67935 0.48224 -4.79950
C: 2.37555 2.03254 4.68500
H: 1.91385 2.83134 5.26950
H: 3.55205 -2.28456 0.86070
C: 3.32025 -4.25856 1.69880
H: 0.84285 -3.13546 3.82710
C: 1.23045 -3.53776 2.89150
P: 0.74775 -0.78666 1.94450
C: -2.65385 -1.04056 -1.14860
O: 1.35425 -2.06646 -5.34510
N: 0.26035 2.04294 -1.26590
C: -2.05965 1.29114 -4.18820
H: -3.49085 1.97404 -5.60090
H: -3.54195 -1.55276 -0.78000
C: -2.85005 3.34754 -2.58910
C: 3.06315 -3.22746 0.60720
H: 0.36865 5.45564 -2.82670
H: 2.02655 -1.39966 4.61820
C: -2.28225 -0.65056 4.89850
H: 1.04015 2.26084 3.01080
H: -1.40605 -2.34296 3.89830
C: 0.35255 4.72954 -3.62530
H: 3.00905 -0.94766 2.31380
H: -2.70285 -1.37796 5.59460
H: -4.23115 0.18944 4.51960
C: 2.32025 -0.24926 2.80350
H: 2.10665 -2.70516 -2.42780
C: -2.86635 -1.84826 -3.49550
H: 1.10555 3.98024 -1.33550
C: -0.54945 -1.34406 -2.46030
H: -3.69315 -0.97766 3.31970
O: 0.65875 -0.12676 0.61840
O: -0.13035 -1.59856 -3.79870
C: 0.62665 2.43314 -4.37240
H: 0.72235 1.74024 -0.40810
C: -1.13985 -1.30486 4.10970
H: -1.54855 -1.01766 2.01430
H: -1.51035 1.81244 -0.21120
H: -1.09155 3.53094 -0.51770
C: 1.80875 0.68384 5.11440
H: -1.34705 -3.92806 -2.50730
H: 2.53295 1.27664 1.31150
C: 2.73625 -3.76246 3.01540
Cl: 3.77965 -2.06086 -3.93690
C: 0.04765 4.21734 -5.95170
H: 0.72995 0.68114 4.95390
H: -3.34025 0.99744 2.12030
H: -1.01445 1.41464 1.97610
I: -0.36115 7.16294 -5.31900
H: 3.84875 1.21104 2.49030
C: 1.56525 -3.00956 0.43070
H: -1.91095 0.18914 5.48960
C: -2.83175 1.00344 3.08560
C: -1.98425 -1.87796 -2.24400
C: -0.90425 -0.57046 2.78710
H: 2.91405 -4.49416 3.80670
H: 0.76095 -4.51416 2.73790
C: 0.05825 5.13114 -4.91430

---

No. 4
Here is 13 unconnected molecules or ions with the total composition C38H55F7N17O6S in a non-equilibrium geometry from the Open Molecules 2025 dataset. Energies are from ωB97M-V/def2-TZVPD.

For the HOMO energy, the calculation gives -0.40302 Ha. As for the largest force on an atom: 10.77 eV/A. As for the total energy: -107738.4374 eV. Its total charge is +1. The LUMO energy comes out at -4.28 eV. The frontier orbital gap is 6.69 eV.

Atoms and positions in Å:
N: -0.85320 4.11398 -2.42582
C: 0.09145 -2.95388 -1.89053
C: 1.06551 -0.96189 -0.65053
C: -1.14432 -1.58290 3.10857
H: -5.07953 -8.27817 -9.65161
F: -4.26132 -4.06839 3.20252
H: -4.70264 2.22083 1.68301
H: -9.13356 4.94500 5.00419
H: 1.87240 -4.91789 -3.88511
N: 1.06517 2.72165 -0.00666
C: -1.43426 3.58598 5.67530
N: 5.70176 1.88517 6.91596
H: 1.96540 5.59546 -3.35527
C: 3.67429 2.51248 4.98841
O: 1.08216 0.49647 -5.23884
H: -4.82254 0.80741 2.75919
N: -1.33327 1.51952 9.24688
C: 6.60729 4.29893 7.95889
H: -1.70041 -3.23218 -0.64953
N: -5.51912 3.43520 4.65989
H: 2.03291 0.38980 1.01144
N: -1.86648 -7.83853 -8.95431
H: 3.66537 2.20264 -0.27064
O: 1.74175 -5.40686 -1.75883
C: -4.43574 1.82603 2.66722
F: -1.28438 -4.11179 2.40920
H: -7.55357 5.45618 4.36210
C: 1.84877 -1.81227 -4.41016
N: 3.15923 2.33718 -1.19138
F: 0.30687 -1.96885 3.27351
C: 0.30231 -5.19416 -6.26671
C: -0.24988 -0.08965 7.25421
C: -0.50512 3.70804 4.47849
H: 8.45112 3.03889 -1.29831
N: -0.85651 -2.62351 -0.75696
C: -9.16888 5.56335 2.94121
F: -3.57847 -3.06417 1.14950
H: -2.35775 4.14090 5.48847
H: 0.02940 2.60868 -0.06551
H: -0.94896 3.99218 6.56697
H: 0.34452 2.39179 -2.27232
C: 3.11489 -5.92012 -1.97559
H: 3.20951 -1.19430 -2.64374
N: 3.26454 1.74273 2.34767
O: -0.45164 0.73156 1.77171
H: 1.55313 -2.85723 -4.87086
H: 7.69351 4.36670 7.85305
H: 6.14462 5.13307 7.42415
C: -3.12432 -7.76231 -8.90952
C: -8.62663 5.66640 4.35751
F: -1.44167 -0.70701 4.29333
H: 7.80034 2.28457 0.17733
C: 7.35132 -6.68850 -3.70405
N: 1.23207 -1.94879 -1.82507
N: 0.26564 3.80935 3.48570
C: 6.11232 2.97962 7.38882
C: 0.98905 6.05581 -3.18034
N: 5.72594 1.40987 -2.25883
C: -5.02791 2.70560 3.75636
H: 1.39292 2.53315 0.97892
H: 6.34783 4.36779 9.01886
C: 6.54907 2.06308 -1.56188
H: 2.74223 2.41963 5.55270
N: 8.00148 -5.87402 -4.41389
H: -0.51679 0.30515 6.26999
H: 6.69091 -8.68486 -3.23714
H: 0.63498 -6.28407 -3.37349
H: 1.71586 1.74011 -2.97851
C: 6.56753 -7.67029 -2.84830
H: 4.43423 1.87522 5.44883
N: 1.01866 1.57626 -2.21791
O: -0.70487 -0.73426 -4.20479
N: 1.36522 -4.90709 -5.65207
C: 3.45029 2.09174 3.54503
H: -3.34633 1.80277 2.75803
H: -10.59794 7.79863 -1.10390
H: -9.67334 8.36253 0.30931
H: -1.67968 2.53495 5.85103
C: 0.70743 -0.65103 -4.61403
H: -0.53797 -3.71640 -3.96302
C: -0.19476 -4.18843 -2.94574
F: -2.04449 -3.42152 4.56889
C: 1.78221 1.69854 -0.91258
H: -1.10315 0.19634 -4.09660
C: -0.84206 0.78992 8.34335
C: -0.01788 4.99441 -2.76793
H: -8.79385 6.67391 4.74831
F: -4.27709 -1.68404 3.11343
H: 5.50539 -7.41072 -2.86107
H: -1.09645 -4.82002 -2.51367
H: 6.92966 -7.63774 -1.81708
C: 2.06995 0.26261 -0.17498
H: 0.83953 -0.11291 7.34502
H: 4.05318 -5.23204 -1.72652
H: -1.74027 -4.78027 -6.81094
S: -1.24324 -0.60929 1.51175
C: 7.54134 2.85056 -0.72175
H: -9.10006 6.96177 -0.62853
H: 1.08524 6.80551 -2.39017
H: 3.64912 1.84195 -1.96828
H: 4.01113 3.55211 5.02572
O: 3.38811 -7.16078 -2.39432
C: -3.54385 -2.87277 2.62066
C: -8.79024 8.86409 -1.59021
H: -1.35183 -6.51239 -6.67362
N: -9.61869 5.47780 1.76634
H: -4.95600 -6.63155 -8.98577
C: 1.08068 -5.21823 -3.07434
N: -8.12396 9.63445 -2.33357
C: -1.98734 -2.98883 3.12228
H: 2.81275 -1.45223 -5.01547
H: -5.00200 -8.03382 -7.88962
H: 0.65743 6.54733 -4.09906
C: 2.35913 -1.99086 -2.84655
C: -9.59345 7.93539 -0.69416
O: -2.67005 -0.17746 1.09163
C: -4.64062 -7.67039 -8.85559
C: -0.38505 -1.42258 0.04308
C: -0.97904 -5.54023 -7.00759
H: 7.10266 3.80755 -0.42609
H: -0.78776 -5.58269 -8.08341
H: 3.20171 -0.02491 -0.40978
H: -0.63669 -1.10828 7.34618
H: 2.88643 -3.05392 -2.78914